Record 1
Formula: C24H16Cl3F5MnO3S2Si
Source: OMol25
Level of theory: ωB97M-V/def2-TZVPD

```
55
Properties=species:S:1:pos:R:3:forces:R:3:lowdin_spin:R:1
Mn -0.415 0.323 0.124 -1.0 -0.8 -0.4 3.85
Cl 1.119 3.534 6.765 0.1 0.1 0.1 0.00
C 0.635 2.950 5.201 0.0 -0.1 -0.1 0.01
C 1.384 1.971 4.576 0.0 0.0 0.0 0.00
C 0.992 1.510 3.334 -0.4 0.1 -0.4 0.01
Cl 1.908 0.266 2.563 0.2 0.0 0.0 0.01
C -0.152 2.010 2.658 0.1 -0.1 0.4 0.01
O -0.553 1.628 1.482 0.2 0.1 -0.3 0.04
C -0.881 2.990 3.364 0.2 -0.1 -0.1 0.01
Cl -2.305 3.615 2.613 -0.1 0.1 0.0 0.00
C -0.502 3.463 4.605 0.0 0.0 0.0 0.00
H 2.271 1.565 5.040 0.0 0.0 0.0 0.00
H -1.092 4.221 5.099 0.0 0.0 0.0 0.00
F -3.246 3.210 -5.317 0.0 0.1 -0.1 0.00
C -2.894 2.240 -4.468 0.0 -0.1 0.1 0.00
C -2.418 2.548 -3.207 0.0 0.0 0.0 0.00
F -2.312 3.823 -2.828 0.0 0.1 0.0 0.00
C -2.061 1.526 -2.356 0.0 -0.5 -0.1 0.00
F -1.612 1.840 -1.123 -0.1 0.5 0.2 0.02
C -2.141 0.175 -2.685 -0.1 0.4 -0.5 -0.01
S -1.692 -1.083 -1.594 0.4 0.1 1.0 -0.08
C -2.633 -0.095 -3.968 0.1 0.1 0.3 0.00
F -2.750 -1.362 -4.375 0.0 -0.1 -0.1 0.00
C -3.003 0.910 -4.839 0.0 0.1 0.0 0.00
F -3.465 0.608 -6.057 0.0 0.0 -0.1 0.00
O 5.499 -0.278 -6.516 0.1 0.0 -0.1 0.00
C 5.783 0.040 -5.229 0.1 0.0 0.0 0.00
O 6.934 0.191 -4.914 0.0 0.0 0.0 0.00
C 4.642 0.184 -4.290 -0.1 0.0 0.1 0.01
C 3.312 -0.079 -4.625 0.2 0.0 0.0 0.00
C 2.304 0.065 -3.692 0.0 0.0 0.0 0.01
C 2.595 0.483 -2.390 -0.1 -0.2 -0.2 0.03
S 1.327 0.706 -1.230 0.9 0.7 0.1 0.10
C 3.928 0.741 -2.049 -0.1 0.0 0.0 0.01
C 4.928 0.591 -2.985 0.0 0.0 -0.1 0.00
H 4.550 -0.351 -6.645 -0.1 0.0 0.0 0.00
H 3.028 -0.407 -5.620 0.0 0.0 0.0 0.00
H 1.278 -0.152 -3.958 0.0 0.0 0.0 0.00
H 4.154 1.060 -1.041 0.0 0.0 0.0 0.00
H 5.960 0.792 -2.730 0.0 0.0 0.0 0.00
C -2.325 -2.155 5.022 0.1 0.0 -0.2 0.00
Si -2.047 -3.029 3.373 -0.1 -0.2 0.3 0.02
C -0.890 -4.497 3.640 -0.1 0.2 -0.1 0.00
C -3.713 -3.660 2.749 0.2 0.1 -0.1 0.00
C -1.305 -1.867 2.164 0.0 -0.2 0.1 0.08
C -0.852 -1.097 1.337 -0.3 -0.3 0.2 -0.11
H -2.736 -2.840 5.767 0.0 0.0 0.0 0.00
H -3.024 -1.324 4.905 0.0 0.0 0.0 0.00
H -1.391 -1.748 5.414 0.0 0.0 0.0 0.00
H -1.319 -5.217 4.341 0.0 0.0 0.0 0.00
H 0.070 -4.165 4.039 0.0 0.0 0.0 0.00
H -0.698 -5.014 2.698 0.0 0.0 0.0 0.00
H -4.128 -4.410 3.426 0.0 0.0 0.0 0.00
H -3.617 -4.111 1.760 0.0 0.0 0.0 0.00
H -4.431 -2.841 2.671 0.0 0.0 0.0 0.00
```
Forces are in eV/Å.

## Properties
Net charge ... -1
2S+1 ... 5
Gap between HOMO and LUMO (spin up / spin down) ... 0.225 / 0.283 Eh
Expectation value of S² ... 6.1425


Record 2
Formula: H18O9Y
Source: OMol25
Level of theory: ωB97M-V/def2-TZVPD

```
28
Properties=species:S:1:pos:R:3:forces:R:3:lowdin_charge:R:1
Y 0.037 -0.032 0.016 0.0 -0.1 0.0 2.45
O 2.273 -2.727 0.444 -0.8 1.2 -0.1 -0.05
H 3.167 -2.667 0.108 0.4 0.1 -0.2 0.06
H 2.192 -3.629 0.754 -0.3 -0.5 0.2 0.07
O 0.093 3.476 -1.831 0.0 -1.0 0.4 -0.06
H 0.134 3.552 -2.784 0.0 0.0 -0.4 0.05
H 0.151 4.378 -1.515 0.0 0.4 0.3 0.06
O 0.762 -0.642 -3.477 -0.3 0.4 1.3 -0.05
H 0.443 -1.310 -4.085 -0.3 -0.4 -0.2 0.06
H 1.529 -0.269 -3.911 0.4 0.2 -0.2 0.06
O -3.161 0.458 -1.408 1.3 -0.1 0.5 -0.05
H -3.258 0.699 -2.329 0.0 0.2 -0.5 0.06
H -4.033 0.168 -1.142 -0.4 -0.2 0.3 0.07
O 3.376 1.378 -0.391 -1.1 -0.6 0.2 -0.06
H 3.728 1.956 -1.068 0.0 0.3 -0.4 0.06
H 4.092 1.277 0.236 0.3 -0.1 0.4 0.06
O -1.094 2.776 2.049 0.5 -1.0 -0.6 -0.05
H -0.498 3.209 2.660 0.3 0.1 0.3 0.06
H -1.863 3.345 2.021 -0.5 0.2 -0.2 0.06
O -1.554 -3.375 -1.017 0.5 1.0 0.2 -0.06
H -2.058 -3.440 -1.828 -0.2 0.0 -0.3 0.05
H -1.612 -4.247 -0.627 0.0 -0.4 0.3 0.06
O 1.706 -0.065 3.376 -0.5 -0.1 -1.1 -0.05
H 2.042 0.571 4.008 0.1 0.4 0.2 0.06
H 2.125 -0.890 3.621 0.2 -0.4 0.1 0.05
O -2.577 -1.275 2.501 0.7 0.5 -0.9 -0.06
H -3.394 -0.786 2.404 -0.4 0.2 0.1 0.05
H -2.748 -1.889 3.215 0.1 -0.4 0.3 0.06
```
Forces are in eV/Å.

## Properties
Net charge ... +3
Gap between HOMO and LUMO ... 0.208 Eh
Relative energy (zero: lowest compared OMol25 entry of this formula, charge and spin) ... 10.522 eV


Record 3
Formula: C28H42CdN4O3PSSbSe4
Source: OMol25
Level of theory: ωB97M-V/def2-TZVPD

```
85
Properties=species:S:1:pos:R:3:forces:R:3:lowdin_charge:R:1
Cd 1.433 1.536 -1.343 -0.4 -0.6 0.4 1.18
N 6.801 -4.739 0.626 0.0 0.0 -0.1 0.10
C 6.171 -3.592 0.169 0.0 -0.1 0.1 -0.32
C 4.998 -3.681 -0.585 0.0 0.0 0.0 -0.03
C 4.394 -2.537 -1.071 0.1 0.1 0.0 -0.06
C 4.961 -1.291 -0.826 -0.2 -0.2 0.2 -0.30
C 6.123 -1.191 -0.074 0.0 0.0 -0.1 -0.06
C 6.728 -2.335 0.413 0.0 0.1 0.0 -0.03
S 4.115 0.168 -1.308 0.2 -0.2 0.3 0.50
O 5.093 1.217 -1.401 0.0 0.1 0.0 -0.33
O 3.302 -0.128 -2.474 0.0 -0.1 -0.1 -0.40
N 2.995 0.459 -0.182 0.2 0.3 0.1 -0.24
C 3.238 1.242 0.930 -0.2 -0.3 -0.5 -0.50
N 2.210 2.076 1.184 -0.1 0.1 0.1 0.07
C 2.307 2.847 2.258 0.0 0.0 0.0 -0.13
C 3.411 2.799 3.091 0.0 0.0 0.0 -0.05
C 4.415 1.918 2.725 0.0 0.0 0.0 -0.12
N 4.348 1.132 1.654 0.0 0.0 0.1 0.15
H 6.255 -5.581 0.666 0.0 0.0 0.0 0.09
H 7.466 -4.634 1.372 0.0 0.0 0.0 0.09
H 4.566 -4.654 -0.788 0.0 0.0 0.0 0.11
H 3.485 -2.602 -1.656 0.0 0.0 0.0 0.11
H 6.542 -0.214 0.127 0.0 0.0 0.0 0.11
H 7.640 -2.260 0.992 0.0 0.0 0.0 0.11
H 1.484 3.533 2.433 0.0 0.0 0.0 0.10
H 3.492 3.425 3.967 0.0 0.0 0.0 0.10
H 5.320 1.836 3.317 0.0 0.0 0.0 0.11
Se 0.421 5.947 -0.058 -0.3 -0.1 -0.1 -0.06
Sb 0.854 5.033 -2.233 0.3 0.3 0.1 -0.41
Se 1.556 6.926 -3.718 0.0 0.0 0.0 0.13
Se -1.381 4.250 -2.920 -0.1 -0.1 0.1 0.10
Se 2.653 3.388 -2.411 0.3 0.6 -0.6 -0.01
O -0.415 0.442 -1.473 -0.1 0.0 0.3 -0.46
P -1.549 -0.184 -0.671 0.3 0.1 -0.3 0.83
C -2.609 -1.041 -1.859 -0.2 0.0 -0.1 -0.34
C -3.964 -1.541 -1.294 0.1 0.0 -0.1 -0.19
C -5.011 -1.674 -2.408 0.0 0.0 0.0 -0.20
C -4.363 -2.213 -3.680 0.0 0.0 0.0 -0.20
C -3.355 -1.199 -4.253 0.0 0.0 0.0 -0.18
C -2.794 -0.262 -3.173 0.0 -0.1 0.0 -0.19
C -2.477 1.031 0.297 0.0 0.3 0.0 -0.34
C -1.516 2.030 0.993 -0.1 0.0 0.0 -0.19
C -2.247 3.313 1.428 0.0 0.0 0.0 -0.20
C -3.714 3.033 1.725 0.0 0.0 0.0 -0.20
C -4.431 2.621 0.432 0.1 0.0 0.0 -0.17
C -3.512 1.826 -0.515 0.0 0.0 0.1 -0.19
C -0.942 -1.477 0.443 0.1 -0.1 0.2 -0.33
C 0.415 -1.078 1.062 -0.1 -0.1 0.0 -0.21
C 0.741 -2.003 2.230 0.0 0.0 0.0 -0.18
C -0.251 -1.806 3.389 0.0 0.0 0.0 -0.18
C -1.629 -1.340 2.892 0.0 -0.1 0.0 -0.19
C -1.953 -1.943 1.528 0.1 0.0 -0.1 -0.18
H -1.994 -1.915 -2.107 0.0 0.0 0.0 0.13
H -4.343 -0.874 -0.516 0.0 0.0 0.0 0.09
H -3.817 -2.516 -0.823 0.0 0.0 0.0 0.11
H -5.466 -0.701 -2.615 0.0 0.0 0.0 0.11
H -5.815 -2.330 -2.072 0.0 0.0 0.0 0.11
H -5.121 -2.450 -4.426 0.0 0.0 0.0 0.11
H -3.858 -3.154 -3.442 0.0 0.0 0.0 0.11
H -3.834 -0.596 -5.026 0.0 0.0 0.0 0.11
H -2.532 -1.729 -4.736 0.0 0.0 0.0 0.11
H -3.471 0.578 -3.020 0.0 0.0 0.0 0.10
H -1.842 0.160 -3.492 0.0 0.0 0.0 0.10
H -3.012 0.452 1.057 0.0 0.0 0.0 0.11
H -0.704 2.305 0.316 0.0 0.0 0.0 0.07
H -1.051 1.558 1.860 0.0 0.0 0.0 0.09
H -2.176 4.063 0.637 0.0 0.0 0.0 0.08
H -1.741 3.740 2.297 0.0 0.0 0.0 0.11
H -4.194 3.915 2.151 0.0 0.0 0.0 0.11
H -3.795 2.242 2.477 0.0 0.0 0.0 0.11
H -4.782 3.515 -0.088 0.0 0.0 0.0 0.11
H -5.316 2.025 0.668 0.0 0.0 0.0 0.11
H -2.977 2.495 -1.192 0.0 0.0 0.0 0.05
H -4.124 1.172 -1.134 0.0 0.0 0.0 0.08
H -0.761 -2.320 -0.233 0.1 0.0 0.0 0.12
H 0.393 -0.044 1.420 0.0 0.0 0.0 0.09
H 1.196 -1.119 0.306 0.0 0.0 0.0 0.08
H 1.763 -1.826 2.567 0.0 0.0 0.0 0.11
H 0.706 -3.038 1.878 0.0 0.0 0.0 0.11
H 0.145 -1.073 4.095 0.0 0.0 0.0 0.11
H -0.362 -2.742 3.940 0.0 0.0 0.0 0.11
H -1.654 -0.251 2.822 0.0 0.0 0.0 0.09
H -2.401 -1.617 3.612 0.0 0.0 0.0 0.11
H -2.981 -1.716 1.247 0.0 0.0 0.0 0.08
H -1.900 -3.032 1.604 0.0 0.0 0.0 0.12
```
Forces are in eV/Å.

## Properties
Gap between HOMO and LUMO (spin up / spin down) ... 0.211 / 0.200 Eh
Relative energy (zero: lowest compared OMol25 entry of this formula, charge and spin) ... 1.743 eV


Record 4
Formula: C4H7NO2P
Source: OMol25
Level of theory: ωB97M-V/def2-TZVPD

```
15
Properties=species:S:1:pos:R:3:forces:R:3:lowdin_spin:R:1
C 1.804 -1.075 -2.858 0.4 -2.2 1.9 0.06
C -0.112 0.584 0.887 0.5 -3.1 0.1 0.10
C -0.355 0.172 -0.626 -2.6 -0.6 0.9 0.05
C 1.335 0.259 1.248 -1.8 -0.8 2.8 0.76
N -0.185 -1.242 -0.977 -1.6 1.2 0.9 0.17
O 2.081 0.097 -2.935 0.0 1.5 -0.5 0.01
O 1.826 -2.072 -3.588 0.0 0.2 -1.2 0.15
P 1.251 -2.034 -1.147 1.9 -0.4 -1.1 0.57
H -0.294 1.612 0.955 -0.2 1.9 0.1 0.02
H -0.772 0.099 1.675 0.4 0.3 -1.3 0.00
H -1.371 0.566 -1.004 1.2 -0.7 0.7 0.00
H 0.341 0.718 -1.177 1.4 0.8 -1.0 0.00
H 2.083 0.858 0.866 1.5 0.9 -1.1 0.05
H 1.583 -0.208 2.265 -0.5 0.5 -1.7 0.04
H -0.945 -1.891 -0.903 -0.7 0.5 0.4 0.01
```
Forces are in eV/Å.

## Properties
Net charge ... -1
2S+1 ... 3
Gap between HOMO and LUMO (spin up / spin down) ... 0.204 / 0.215 Eh
Expectation value of S² ... 2.0076